Record 1
The following is a quantum chemistry calculation of a structure of composition C20H17ClNO3PtS at a distorted geometry, from OMol25.

Last column: Löwdin charge in e.
CARTESIAN COORDINATES (ANGSTROEM)
Pt1 0.997 -0.162 0.532  0.69
C1 2.080 4.263 0.353  -0.04
C2 1.100 3.098 0.236  -0.41
O1 1.613 2.010 -0.032  -0.09
C3 -0.303 3.354 0.386  -0.11
C4 -0.781 4.682 0.416  -0.08
C5 -2.122 4.983 0.455  -0.16
C6 -3.059 3.937 0.471  -0.13
C7 -2.643 2.632 0.482  -0.02
C8 -1.260 2.266 0.485  -0.37
O2 -0.961 1.046 0.602  -0.14
H1 3.089 3.857 0.365  0.07
H2 1.915 4.844 1.264  0.07
H3 1.980 4.932 -0.504  0.07
H4 -0.076 5.504 0.383  0.09
H5 -2.446 6.017 0.461  0.07
H6 -4.120 4.163 0.484  0.09
H7 -3.359 1.820 0.513  0.11
O3 3.327 -0.237 0.647  -0.29
N1 3.863 -1.037 -0.220  -0.27
C9 4.867 -0.589 -1.004  -0.05
C10 5.458 -1.391 -1.946  -0.12
C11 5.017 -2.708 -2.103  -0.13
C12 3.992 -3.162 -1.297  -0.13
C13 3.383 -2.330 -0.344  -0.72
S1 2.072 -2.774 0.634  0.62
H8 5.147 0.438 -0.826  0.12
H9 6.257 -0.989 -2.555  0.08
H10 5.454 -3.359 -2.850  0.08
H11 3.610 -4.169 -1.385  0.09
Cl1 -6.317 -4.629 0.486  0.49
C14 -4.801 -3.734 0.448  -0.74
C15 -4.159 -3.505 -0.769  -0.18
C16 -2.947 -2.855 -0.797  -0.09
C17 -2.275 -2.429 0.403  -0.35
C18 -0.975 -1.953 0.394  -0.19
C19 -3.031 -2.608 1.615  -0.08
C20 -4.243 -3.258 1.634  -0.18
H12 -4.623 -3.843 -1.690  0.08
H13 -2.452 -2.676 -1.746  0.09
H14 -0.420 -1.971 -0.534  0.00
H15 -0.466 -1.847 1.346  -0.02
H16 -2.607 -2.226 2.537  0.09
H17 -4.775 -3.404 2.569  0.08

Properties
multiplicity	2
LUMO (alpha / beta)	0.1728 / 0.1729	Ha
<S²>	0.763
highest occupied orbital energy (alpha / beta)	0.0219 / 0.0179	Eh
orbital gap (alpha / beta)	4.108 / 4.218	eV
electronic energy	-2030.3448	a.u.
total charge	-2


Record 2
The following is a quantum chemistry calculation of a structure of composition C20H17KN3O4 at a distorted geometry, from OMol25.

Last column: Löwdin charge in e.
CARTESIAN COORDINATES (ANGSTROEM)
K1 -0.214 0.028 0.551  0.90
C1 3.092 -3.090 -0.528  -0.10
O1 3.742 -3.288 0.723  -0.11
C2 3.708 -2.344 1.728  -0.22
C3 4.710 -2.464 2.661  -0.07
C4 4.816 -1.585 3.749  -0.16
C5 3.887 -0.567 3.852  -0.12
C6 2.848 -0.412 2.927  -0.14
C7 1.947 0.745 3.149  -0.13
N1 0.981 1.091 2.399  -0.11
N2 0.253 2.208 2.831  0.03
C8 -0.487 2.728 1.865  -0.54
O2 -0.575 2.439 0.644  -0.18
C9 -1.377 3.871 2.366  -0.14
C10 -2.370 4.341 1.519  -0.03
C11 -3.212 5.380 1.916  -0.11
C12 -3.051 5.965 3.162  -0.14
C13 -2.054 5.503 4.013  -0.12
C14 -1.224 4.457 3.616  -0.05
C15 2.686 -1.328 1.826  -0.34
O3 1.721 -1.253 1.000  -0.22
H1 3.410 -3.938 -1.138  0.07
H2 3.414 -2.160 -1.004  0.09
H3 2.013 -3.062 -0.441  0.07
H4 5.427 -3.266 2.518  0.10
H5 5.613 -1.695 4.474  0.07
H6 3.948 0.145 4.671  0.09
H7 2.164 1.364 4.030  0.10
H8 -2.463 3.875 0.546  0.10
H9 -3.987 5.729 1.244  0.09
H10 -3.699 6.777 3.473  0.08
H11 -1.918 5.954 4.990  0.08
H12 -0.448 4.070 4.264  0.09
O4 -2.415 -0.776 -0.380  -0.35
N3 -2.839 -0.242 -1.546  -0.27
C16 -3.238 -1.063 -2.589  -0.11
C17 -3.638 -0.534 -3.783  -0.17
C18 -3.665 0.867 -4.016  -0.19
C19 -3.229 1.678 -2.923  -0.15
C20 -2.834 1.127 -1.739  -0.09
H13 -3.196 -2.116 -2.359  0.09
H14 -3.937 -1.233 -4.558  0.07
H15 -3.963 1.289 -4.965  0.04
H16 -3.183 2.758 -3.002  0.08
H17 -2.461 1.695 -0.896  0.09

Properties
multiplicity	2
LUMO (alpha / beta)	0.1715 / 0.1690	Ha
<S²>	0.764
highest occupied orbital energy (alpha / beta)	0.0424 / -0.0444	Eh
orbital gap (alpha / beta)	3.512 / 5.805	eV
electronic energy	-1837.4388	a.u.
total charge	-2


Record 3
The following is a quantum chemistry calculation of a structure of composition C20H17N3O3Os at a distorted geometry, from OMol25.

Last column: Löwdin charge in e.
CARTESIAN COORDINATES (ANGSTROEM)
Os1 0.266 -0.283 0.013  1.70
O1 -3.439 1.181 0.363  0.20
C1 -2.552 0.397 0.258  -0.38
N1 -1.169 0.854 0.177  -0.18
C2 -1.156 2.311 0.186  -0.12
C3 0.222 2.739 -0.032  -0.25
C4 0.532 4.085 -0.042  0.02
C5 1.819 4.476 -0.302  0.01
C6 2.744 3.487 -0.573  -0.01
C7 2.375 2.168 -0.539  -0.07
N2 1.108 1.747 -0.234  -0.01
C8 -2.661 -1.045 0.165  -0.20
C9 -3.876 -1.669 0.229  0.06
C10 -3.907 -3.050 0.148  0.02
C11 -2.706 -3.703 0.007  0.02
C12 -1.519 -2.991 -0.049  -0.04
N3 -1.469 -1.651 0.027  0.00
H1 -1.575 2.661 1.128  0.16
H2 -1.802 2.690 -0.607  0.16
H3 -0.254 4.804 0.144  0.14
H4 2.090 5.523 -0.320  0.14
H5 3.767 3.728 -0.825  0.13
H6 3.087 1.426 -0.781  0.10
H7 -4.764 -1.062 0.343  0.15
H8 -4.841 -3.594 0.195  0.14
H9 -2.660 -4.781 -0.066  0.14
H10 -0.595 -3.491 -0.163  0.08
C13 4.963 -0.306 0.705  0.03
C14 3.616 -0.896 0.498  -0.32
O2 2.617 -0.211 0.625  -0.05
C15 3.420 -2.323 0.132  -0.09
C16 4.464 -3.176 0.111  0.01
C17 4.263 -4.571 -0.181  0.01
C18 2.985 -5.094 -0.437  -0.03
C19 1.912 -4.249 -0.423  0.04
C20 2.112 -2.833 -0.165  -0.28
O3 1.074 -2.094 -0.212  -0.26
H11 4.878 0.759 0.883  0.10
H12 5.605 -0.497 -0.160  0.12
H13 5.444 -0.757 1.577  0.12
H14 5.462 -2.821 0.332  0.12
H15 5.117 -5.238 -0.196  0.12
H16 2.855 -6.147 -0.642  0.13
H17 0.931 -4.631 -0.636  0.11

Properties
LUMO (alpha / beta)	-0.3306 / -0.3294	Ha
highest occupied orbital energy (alpha / beta)	-0.5315 / -0.5322	Eh
orbital gap (alpha / beta)	5.467 / 5.516	eV
electronic energy	-1252.3722	a.u.
total charge	+2


Record 4
The following is a quantum chemistry calculation of a structure of composition C20H17N5O2PdS6 at a distorted geometry, from OMol25.

Last column: Löwdin charge in e.
CARTESIAN COORDINATES (ANGSTROEM)
Pd1 -0.076 -1.306 0.681  0.64
S1 0.421 -4.492 7.244  0.55
C1 0.407 -3.866 5.732  -1.49
S2 -1.093 -3.731 4.883  0.89
C2 -0.489 -2.967 3.470  -1.14
C3 0.961 -2.910 3.378  -1.15
S3 1.649 -2.223 2.028  0.65
S4 1.829 -3.344 4.825  0.91
S5 -1.450 -2.274 2.256  0.61
O1 2.554 5.353 3.697  0.08
C4 2.599 5.191 2.344  -0.44
O2 2.896 6.111 1.586  0.08
C5 2.162 3.867 1.719  -0.14
C6 1.790 2.763 2.443  -0.06
C7 1.462 1.560 1.824  -0.03
C8 1.315 1.492 0.405  -0.25
C9 1.474 2.709 -0.324  -0.03
C10 1.858 3.881 0.299  0.00
N1 0.954 0.321 -0.251  -0.07
C11 1.370 -0.005 -1.454  -0.13
C12 1.226 -1.322 -1.941  -0.32
C13 1.654 -1.798 -3.215  -0.02
C14 1.563 -3.139 -3.454  -0.10
C15 1.187 -4.024 -2.453  -0.07
C16 0.664 -3.465 -1.288  -0.12
N2 0.639 -2.142 -1.103  -0.07
H1 2.801 4.586 4.269  0.12
H2 1.943 2.801 3.569  0.13
H3 1.394 0.672 2.428  0.06
H4 1.156 2.725 -1.360  0.10
H5 1.979 4.762 -0.329  0.12
H6 1.789 0.736 -2.101  0.11
H7 1.961 -1.112 -4.000  0.11
H8 1.825 -3.488 -4.463  0.11
H9 1.295 -5.091 -2.584  0.10
H10 0.161 -4.065 -0.532  0.11
C17 -3.798 1.165 -4.252  -0.11
C18 -3.054 -0.014 -3.611  -0.24
C19 -2.874 0.035 -2.146  -0.56
N3 -1.876 -0.609 -1.621  0.02
N4 -1.735 -0.449 -0.299  -0.14
C20 -2.659 0.388 0.232  -0.66
N5 -2.697 0.744 1.539  0.10
S6 -3.700 1.052 -0.977  1.12
H11 -3.524 1.301 -5.317  0.09
H12 -3.637 2.067 -3.682  0.05
H13 -4.881 1.005 -4.136  0.08
H14 -2.060 -0.087 -4.108  0.13
H15 -3.523 -0.933 -3.884  0.10
H16 -2.444 0.089 2.249  0.02
H17 -3.368 1.484 1.787  0.12

Properties
multiplicity	3
LUMO (alpha / beta)	-0.0458 / -0.0662	Ha
<S²>	2.041
highest occupied orbital energy (alpha / beta)	-0.2186 / -0.2658	Eh
orbital gap (alpha / beta)	4.704 / 5.431	eV
electronic energy	-3713.5542	a.u.
total charge	0


Record 5
The following is a quantum chemistry calculation of a structure of composition C20H17N6O4S3Ti at a distorted geometry, from OMol25.

Last column: Löwdin charge in e.
CARTESIAN COORDINATES (ANGSTROEM)
Ti1 -0.280 0.264 0.483  0.65
S1 -0.754 1.691 2.445  0.61
C1 0.358 0.758 3.410  -1.09
S2 0.056 -0.916 3.658  0.78
C2 1.455 1.346 4.023  -0.38
C3 2.245 0.626 4.996  -0.27
N1 2.873 0.085 5.798  0.12
C4 1.889 2.693 3.729  -0.25
N2 2.294 3.740 3.463  0.13
C5 -2.277 -6.596 -0.060  -0.06
C6 -2.255 -5.100 -0.256  -0.27
C7 -2.143 -4.550 -1.530  -0.04
C8 -2.139 -3.176 -1.712  -0.04
C9 -2.246 -2.353 -0.604  -0.29
C10 -2.352 -2.870 0.674  -0.04
C11 -2.353 -4.247 0.837  -0.02
S3 -2.341 -0.626 -0.864  0.62
O1 -2.385 0.040 0.473  -0.42
O2 -3.475 -0.377 -1.711  -0.28
N3 -0.924 -0.244 -1.503  -0.16
C12 -0.761 1.078 -1.999  -0.42
C13 -1.665 2.130 -1.744  -0.04
C14 -1.424 3.379 -2.297  -0.08
C15 -0.301 3.581 -3.069  -0.09
C16 0.538 2.490 -3.254  -0.16
N4 0.319 1.279 -2.760  0.12
H1 -1.863 -7.114 -0.927  0.07
H2 -3.301 -6.954 0.083  0.08
H3 -1.702 -6.884 0.823  0.08
H4 -2.052 -5.205 -2.391  0.11
H5 -2.045 -2.737 -2.699  0.12
H6 -2.416 -2.202 1.524  0.12
H7 -2.414 -4.665 1.838  0.12
H8 -2.543 1.970 -1.144  0.10
H9 -2.118 4.192 -2.110  0.11
H10 -0.073 4.546 -3.503  0.09
H11 1.441 2.594 -3.853  0.10
O3 1.106 -0.872 0.746  -0.35
O4 -0.079 -1.417 1.340  -0.49
C17 4.681 2.491 -0.142  -0.01
N5 3.227 2.463 -0.108  -0.11
C18 2.394 3.559 -0.020  -0.06
C19 1.147 3.061 0.114  -0.14
N6 1.200 1.679 0.106  -0.06
C20 2.465 1.364 -0.028  -0.12
H12 5.019 3.256 -0.836  0.09
H13 5.051 1.523 -0.471  0.09
H14 5.084 2.705 0.847  0.09
H15 2.765 4.572 -0.017  0.12
H16 0.224 3.593 0.244  0.10
H17 2.851 0.358 -0.043  0.14

Properties
multiplicity	3
LUMO (alpha / beta)	0.0920 / 0.0664	Ha
<S²>	2.014
highest occupied orbital energy (alpha / beta)	-0.1379 / -0.1769	Eh
orbital gap (alpha / beta)	6.256 / 6.619	eV
electronic energy	-3445.9038	a.u.
total charge	-1


Question: Which of these has the highest total charge?
Answer: C20H17N3O3Os


Question: What is the total charge in the fourth record?
Answer: 0


Question: electronic energy of number 1 (C20H17ClNO3PtS)?
Answer: -2030.3448 a.u.